--- w ---
{
  "formula": "C6H12NO",
  "method": "wB97M-V/def2-TZVPD",
  "smiles": "CO[C@@H]1C=CC[N@H+]1C",
  "charge": 1,
  "molar_mass_g_mol": 114.2,
  "homo_energy_ev": -14.1312,
  "symbols": ["C", "O", "C", "C", "C", "C", "N", "C", "H", "H", "H", "H", "H", "H", "H", "H", "H", "H", "H", "H"],
  "xyz": [[2.82, 0.29, 0.09], [1.54, 0.15, 0.64], [0.46, 0.21, -0.20], [0.03, 1.65, -0.30], [-1.27, 1.77, 0.01], [-1.88, 0.46, 0.36], [-0.76, -0.46, 0.51], [-1.13, -1.80, 0.07], [3.08, 1.31, 0.21], [2.80, 0.04, -0.98], [3.51, -0.39, 0.68], [0.89, -0.33, -1.26], [0.74, 2.44, -0.40], [-1.87, 2.66, 0.04], [-2.54, 0.44, 1.23], [-2.36, 0.01, -0.42], [-0.45, -0.34, 1.58], [-0.39, -2.55, 0.13], [-1.97, -2.12, 0.67], [-1.51, -1.75, -0.96]],
  "lowdin_charge": [-0.06, -0.15, -0.28, 0.03, 0.00, -0.13, -0.08, 0.02, 0.08, 0.10, 0.13, 0.23, 0.13, 0.12, 0.16, 0.10, 0.27, 0.10, 0.11, 0.13]
}


--- x ---
{
  "formula": "C6H12NO",
  "method": "wB97M-V/def2-TZVPD",
  "smiles": "CC1(C)O[C@H]1[NH+]1CC1",
  "charge": 1,
  "molar_mass_g_mol": 114.2,
  "homo_energy_ev": -15.1417,
  "symbols": ["C", "C", "C", "O", "C", "N", "C", "C", "H", "H", "H", "H", "H", "H", "H", "H", "H", "H", "H", "H"],
  "xyz": [[-1.41, 0.71, -1.01], [-1.30, 0.25, 0.40], [-2.10, 0.88, 1.46], [-1.02, -1.20, 0.59], [0.00, -0.35, 0.86], [1.16, -0.67, -0.30], [2.25, -1.62, -0.07], [2.55, -0.37, -0.85], [-2.40, 0.90, -1.43], [-0.93, -0.14, -1.53], [-0.80, 1.64, -1.23], [-1.79, 0.32, 2.37], [-3.11, 0.69, 1.11], [-1.92, 1.98, 1.63], [0.43, -0.30, 1.83], [0.44, -0.91, -0.97], [2.31, -2.49, -0.65], [2.50, -1.87, 0.98], [2.76, -0.53, -1.88], [3.05, 0.42, -0.42]],
  "lowdin_charge": [0.01, -0.44, 0.01, 0.07, -0.12, 0.04, -0.04, 0.05, 0.11, 0.08, 0.13, 0.11, 0.10, 0.13, 0.16, 0.12, 0.11, 0.15, 0.12, 0.10]
}


--- y ---
{
  "formula": "C6H12NO",
  "method": "wB97M-V/def2-TZVPD",
  "smiles": "C=C(C)C(=O)C[NH2+]C",
  "charge": 1,
  "molar_mass_g_mol": 114.2,
  "homo_energy_ev": -13.8426,
  "symbols": ["C", "C", "C", "C", "O", "C", "N", "C", "H", "H", "H", "H", "H", "H", "H", "H", "H", "H", "H", "H"],
  "xyz": [[-1.75, -0.54, 0.75], [-0.54, -0.48, 1.35], [0.08, -1.30, 2.41], [0.24, 0.84, 1.17], [0.80, 1.37, 2.02], [0.58, 1.28, -0.36], [0.58, 0.04, -1.28], [0.30, 0.39, -2.67], [-2.39, -1.44, 0.66], [-2.33, 0.26, 0.32], [0.41, -0.71, 3.26], [1.08, -1.72, 2.08], [-0.52, -2.14, 2.86], [-0.21, 2.04, -0.65], [1.56, 1.62, -0.43], [1.56, -0.28, -1.31], [0.02, -0.77, -0.90], [-0.77, 0.02, -3.06], [0.27, 1.49, -2.90], [1.04, 0.01, -3.33]],
  "lowdin_charge": [0.08, -0.30, -0.04, -0.35, 0.19, 0.01, -0.01, -0.05, 0.09, 0.08, 0.09, 0.11, 0.11, 0.16, 0.11, 0.19, 0.16, 0.16, 0.11, 0.08]
}


--- z ---
{
  "formula": "C6H12NO",
  "method": "wB97M-V/def2-TZVPD",
  "charge": 1,
  "molar_mass_g_mol": 114.2,
  "homo_energy_ev": -12.8685,
  "symbols": ["C", "C", "C", "C", "C", "C", "N", "O", "H", "H", "H", "H", "H", "H", "H", "H", "H", "H", "H", "H"],
  "xyz": [[3.01, 1.22, 0.80], [1.70, 1.85, 1.32], [-0.23, -0.68, -1.41], [-1.33, -1.12, -0.70], [-1.26, -1.27, 0.76], [-2.67, -1.16, -1.29], [1.79, 1.05, 0.06], [-0.60, 0.48, -1.39], [3.78, 2.02, 0.36], [3.49, 0.32, 1.23], [1.46, 2.98, 1.37], [1.16, 1.37, 2.19], [-2.10, -0.68, 1.20], [-0.27, -0.90, 1.09], [-1.51, -2.26, 1.05], [-2.91, -2.16, -1.31], [-2.66, -0.77, -2.29], [-3.32, -0.84, -0.40], [1.71, 1.61, -0.77], [0.77, -1.04, -1.88]],
  "lowdin_charge": [-0.20, -0.16, -0.12, -0.18, 0.04, 0.04, -0.09, 0.19, 0.14, 0.10, 0.12, 0.09, 0.13, 0.11, 0.12, 0.10, 0.12, 0.15, 0.08, 0.20]
}


Which one is most stable, and which one is least stable? w is the most stable of them, while z is the least stable.


--- w ---
{
  "formula": "C3H11NO3",
  "method": "wB97M-V/def2-TZVPD",
  "smiles": "CCNC=O.O.O",
  "charge": 0,
  "molar_mass_g_mol": 109.1,
  "homo_energy_ev": -10.0796,
  "symbols": ["C", "C", "N", "C", "O", "H", "H", "H", "H", "H", "H", "H", "O", "H", "H", "O", "H", "H"],
  "xyz": [[-1.25, 0.18, -2.83], [-1.49, 1.00, -1.51], [-0.48, 0.61, -0.57], [-0.51, -0.39, 0.27], [0.35, -1.24, 0.57], [-1.99, 0.63, -3.53], [-0.20, 0.35, -3.26], [-1.53, -0.85, -2.77], [-2.42, 0.84, -0.95], [-1.41, 2.13, -1.68], [0.44, 0.98, -0.73], [-1.54, -0.59, 0.59], [0.73, -1.84, 3.15], [0.15, -1.70, 2.35], [1.48, -1.27, 2.94], [2.08, 1.59, 0.50], [1.62, 0.97, 1.10], [2.99, 1.39, 0.61]],
  "lowdin_charge": [-0.07, -0.22, -0.01, -0.36, -0.01, 0.07, 0.10, 0.05, 0.12, 0.14, 0.11, 0.14, -0.11, 0.01, 0.01, -0.04, 0.04, 0.03]
}


--- x ---
{
  "formula": "C3H11NO3",
  "method": "wB97M-V/def2-TZVPD",
  "smiles": "OCCNCO.O",
  "charge": 0,
  "molar_mass_g_mol": 109.1,
  "homo_energy_ev": -9.4161,
  "symbols": ["O", "C", "C", "N", "C", "O", "H", "H", "H", "H", "H", "H", "H", "H", "H", "O", "H", "H"],
  "xyz": [[0.11, -0.02, 2.51], [-0.71, 0.26, 1.42], [-0.15, 1.42, 0.58], [0.96, 1.30, -0.43], [0.71, 0.58, -1.64], [0.64, -0.78, -1.19], [0.86, 0.54, 2.42], [-0.86, -0.61, 0.82], [-1.67, 0.69, 1.82], [-1.06, 1.83, 0.04], [0.26, 2.15, 1.33], [1.76, 1.19, 0.14], [-0.30, 0.99, -1.98], [1.54, 0.61, -2.35], [0.89, -1.48, -1.81], [-1.45, -2.29, -1.10], [-1.60, -2.14, -0.17], [-0.53, -2.00, -1.27]],
  "lowdin_charge": [-0.05, -0.27, -0.18, -0.06, -0.24, -0.10, 0.06, 0.07, 0.13, 0.13, 0.13, 0.09, 0.15, 0.12, 0.10, -0.07, 0.01, -0.01]
}


Which one is most stable, and which one is least stable? w is the most stable of them, while x is the least stable.


--- w ---
{
  "formula": "C3H11NO3",
  "method": "wB97M-V/def2-TZVPD",
  "charge": 0,
  "molar_mass_g_mol": 109.1,
  "homo_energy_ev": -9.2869,
  "symbols": ["C", "C", "N", "O", "O", "H", "H", "H", "H", "H", "H", "H", "C", "O", "H", "H", "H", "H"],
  "xyz": [[0.21, 1.86, 0.39], [1.87, -1.80, -0.40], [0.80, 1.84, -0.79], [1.04, -0.94, -1.16], [0.63, 1.14, 1.37], [-0.22, 0.25, 1.28], [-0.57, 2.60, 0.54], [1.32, 0.99, -1.04], [0.42, 2.39, -1.54], [2.03, -1.43, 0.62], [2.84, -1.86, -0.90], [1.45, -2.81, -0.34], [-2.44, -0.28, 0.55], [-1.05, -0.17, 0.40], [0.18, -0.84, -0.69], [-2.90, -0.43, -0.44], [-2.71, -1.14, 1.17], [-2.88, 0.63, 0.99]],
  "lowdin_charge": [-0.29, -0.15, 0.19, -0.17, -0.03, 0.13, 0.15, 0.10, 0.12, 0.08, 0.08, 0.08, -0.20, -0.32, 0.04, 0.07, 0.07, 0.07]
}


--- x ---
{
  "formula": "C3H11NO3",
  "method": "wB97M-V/def2-TZVPD",
  "smiles": "CN(C)C=O.O.O",
  "charge": 0,
  "molar_mass_g_mol": 109.1,
  "homo_energy_ev": -9.1500,
  "symbols": ["C", "N", "C", "C", "O", "H", "H", "H", "H", "H", "H", "H", "O", "H", "H", "O", "H", "H"],
  "xyz": [[-0.94, 0.77, -0.31], [-0.09, 0.95, 0.81], [1.16, 1.69, 0.63], [-0.19, 0.24, 1.97], [-1.21, -0.30, 2.34], [-1.57, -0.11, -0.22], [-0.46, 0.83, -1.29], [-1.67, 1.59, -0.43], [1.93, 1.11, 0.12], [1.44, 2.11, 1.58], [0.95, 2.60, 0.06], [0.73, 0.19, 2.56], [-1.48, -1.96, -2.07], [-2.01, -1.23, -2.42], [-1.81, -2.07, -1.16], [1.43, -1.98, -0.59], [1.62, -2.93, -0.62], [2.17, -1.51, -0.97]],
  "lowdin_charge": [-0.08, -0.19, -0.06, -0.34, 0.02, 0.06, 0.09, 0.09, 0.08, 0.08, 0.09, 0.14, -0.07, 0.03, 0.04, -0.05, 0.04, 0.03]
}


Which one is most stable, and which one is least stable? x is the most stable of them, while w is the least stable.


--- w ---
{
  "formula": "C3H11NO3",
  "method": "wB97M-V/def2-TZVPD",
  "smiles": "NCCC=O.O.O",
  "charge": 0,
  "molar_mass_g_mol": 109.1,
  "homo_energy_ev": -8.9589,
  "symbols": ["N", "C", "C", "C", "O", "H", "H", "H", "H", "H", "H", "H", "O", "H", "H", "O", "H", "H"],
  "xyz": [[-2.32, -1.14, 1.76], [-0.82, -1.13, 1.67], [-0.29, 0.42, 1.36], [0.67, 0.55, 0.15], [1.13, -0.48, -0.26], [-2.62, -0.81, 0.83], [-2.67, -2.04, 1.85], [-0.40, -1.38, 2.68], [-0.27, -1.76, 0.91], [0.11, 0.65, 2.25], [-1.17, 0.94, 0.93], [0.65, 1.62, -0.24], [2.61, 0.34, -1.95], [2.69, -0.08, -2.85], [3.44, 0.29, -1.45], [-0.52, 1.15, -2.42], [-0.62, 1.94, -2.90], [0.41, 0.91, -2.31]],
  "lowdin_charge": [-0.01, -0.23, -0.10, -0.27, 0.01, 0.07, 0.02, 0.10, 0.10, 0.05, 0.10, 0.13, -0.09, 0.09, 0.05, -0.04, 0.02, 0.00]
}


--- x ---
{
  "formula": "C3H11NO3",
  "method": "wB97M-V/def2-TZVPD",
  "smiles": "C=CN=C.O.O.O",
  "charge": 0,
  "molar_mass_g_mol": 109.1,
  "homo_energy_ev": -9.4450,
  "symbols": ["C", "C", "N", "C", "H", "H", "H", "H", "H", "O", "H", "H", "O", "H", "H", "O", "H", "H"],
  "xyz": [[1.60, 1.46, 0.38], [0.69, 2.38, 0.07], [-0.65, 2.42, 0.62], [-1.20, 1.33, 0.94], [1.22, 0.56, 0.84], [2.67, 1.56, 0.33], [0.84, 3.28, -0.52], [-2.23, 1.44, 1.31], [-0.90, 0.28, 1.04], [3.01, -3.03, 2.22], [3.84, -3.21, 1.79], [3.09, -2.26, 2.77], [-3.70, 0.35, -2.10], [-3.73, 0.89, -2.90], [-2.82, 0.39, -1.71], [-0.44, -2.31, -1.45], [-0.04, -2.75, -2.21], [-1.26, -2.78, -1.40]],
  "lowdin_charge": [0.01, -0.23, -0.01, -0.08, 0.04, 0.05, 0.09, 0.07, 0.08, -0.05, 0.02, 0.03, -0.07, 0.04, 0.02, -0.05, 0.04, 0.02]
}


--- y ---
{
  "formula": "C3H11NO3",
  "method": "wB97M-V/def2-TZVPD",
  "smiles": "NC(CO)CO.O",
  "charge": 0,
  "molar_mass_g_mol": 109.1,
  "homo_energy_ev": -9.1295,
  "symbols": ["N", "C", "C", "O", "C", "O", "H", "H", "H", "H", "H", "H", "H", "H", "H", "O", "H", "H"],
  "xyz": [[1.94, 0.04, 2.17], [1.20, 0.02, 0.93], [-0.08, -0.95, 1.19], [-0.64, -1.21, -0.14], [0.58, 1.29, 0.41], [1.44, 2.35, 0.10], [1.73, 0.70, 2.85], [2.85, -0.26, 2.06], [1.73, -0.41, 0.00], [-0.84, -0.49, 1.87], [0.36, -1.77, 1.72], [-0.84, -0.47, -0.61], [-0.27, 1.72, 1.20], [0.18, 1.03, -0.62], [1.98, 2.69, 0.94], [-4.02, -1.24, -4.75], [-3.27, -1.06, -4.11], [-4.02, -1.98, -5.24]],
  "lowdin_charge": [0.07, -0.37, -0.16, -0.07, -0.31, -0.11, 0.06, 0.05, 0.18, 0.12, 0.10, 0.00, 0.17, 0.13, 0.16, -0.04, 0.08, -0.04]
}


--- z ---
{
  "formula": "C3H11NO3",
  "method": "wB97M-V/def2-TZVPD",
  "smiles": "NC(CO)CO.O",
  "charge": 0,
  "molar_mass_g_mol": 109.1,
  "homo_energy_ev": -9.3185,
  "symbols": ["N", "C", "C", "O", "C", "O", "H", "H", "H", "H", "H", "H", "H", "H", "H", "O", "H", "H"],
  "xyz": [[1.73, 0.05, 2.42], [1.19, -0.02, 1.06], [-0.06, -0.92, 1.14], [-0.45, -1.36, -0.14], [0.70, 1.35, 0.58], [1.79, 2.23, 0.32], [1.37, 0.84, 2.95], [2.74, 0.08, 2.40], [1.94, -0.37, 0.36], [-0.76, -0.39, 1.80], [0.18, -1.77, 1.78], [-1.19, -0.88, -0.52], [-0.01, 1.74, 1.32], [0.22, 1.28, -0.39], [2.12, 2.60, 1.15], [-4.11, -1.23, -4.59], [-3.55, -1.35, -3.83], [-3.97, -1.63, -5.44]],
  "lowdin_charge": [0.04, -0.37, -0.25, -0.05, -0.24, -0.07, 0.07, 0.07, 0.15, 0.12, 0.11, 0.08, 0.12, 0.12, 0.08, -0.05, 0.02, 0.03]
}


Which one is most stable, and which one is least stable? z is the most stable of them, while y is the least stable.